No. 1
The following is a DFT calculation (ωB97M-V/def2-TZVPD) of a molecular structure, C12H19NO2 at a distorted geometry.

Each line ends with the Löwdin charge.
Cartesian coordinates (Å):
1 C -5.041 -1.737 0.221  0.065
2 C -4.818 -0.561 0.026  -0.099
3 C -4.612 0.969 -0.169  -0.437
4 H -4.830 1.347 0.806  0.117
5 H -5.492 1.092 -0.995  0.184
6 O -3.569 1.125 -0.663  -0.057
7 C -2.517 0.995 0.322  -0.315
8 O -2.144 -0.147 0.453  -0.063
9 C -1.685 -0.991 -0.553  -0.141
10 C -0.269 -0.672 -0.926  0.031
11 C 0.714 -0.022 -1.229  -0.054
12 C 2.012 0.295 -1.740  -0.135
13 N 3.146 0.012 -0.715  -0.176
14 C 3.113 1.393 0.358  -0.111
15 C 1.764 1.554 0.932  -0.114
16 H 1.845 2.353 1.892  0.149
17 H 1.026 1.690 0.414  -0.075
18 H 1.401 0.639 1.684  0.129
19 H 3.992 1.244 0.987  0.105
20 H 3.320 2.256 -0.130  0.054
21 C 3.489 -1.098 -0.187  -0.375
22 C 2.528 -1.667 1.115  -0.063
23 H 2.657 -1.087 1.946  -0.010
24 H 2.955 -2.714 1.334  0.073
25 H 1.619 -1.662 0.365  0.072
26 H 4.625 -0.945 0.311  0.146
27 H 3.628 -1.946 -0.962  0.131
28 H 2.097 1.379 -2.073  0.149
29 H 2.377 -0.502 -2.332  0.106
30 H -1.566 -2.054 0.058  0.198
31 H -2.321 -0.909 -1.357  0.096
32 H -1.621 1.547 -0.524  0.196
33 H -2.584 1.726 1.103  0.149
34 H -5.238 -2.900 0.228  0.078

Summary:
energy above the lowest of the compared OMol25 structures with the same formula, charge and spin = 1472.8 kJ/mol
energy = -673.323254 Ha
orbital gap = 0.310 Eh

***

No. 2
The following is a DFT calculation (ωB97M-V/def2-TZVPD) of a molecular structure, C12H19OS6SbTc.

Each line ends with the Löwdin charge.
Cartesian coordinates (Å):
1 Tc -0.075 -1.650 0.187  0.497
2 S 1.193 -3.200 -3.965  0.099
3 Sb 0.997 -4.803 -2.544  0.418
4 S 1.278 -3.244 -0.192  0.103
5 S -1.931 -2.447 0.361  0.452
6 S 0.733 -6.753 -1.727  0.197
7 S 0.425 -1.032 2.264  0.861
8 C -0.692 -1.276 3.507  -0.615
9 C -1.454 -2.469 3.649  -0.105
10 C -2.272 -2.601 4.738  -0.008
11 C -2.341 -1.570 5.691  0.051
12 C -1.585 -0.399 5.561  -0.002
13 C -0.740 -0.247 4.490  -0.057
14 H -1.352 -3.274 2.932  0.079
15 H -2.843 -3.508 4.885  0.137
16 H -2.982 -1.692 6.556  0.142
17 H -1.663 0.384 6.304  0.140
18 H -0.139 0.646 4.380  0.125
19 C -2.015 2.064 -4.012  -0.088
20 C -0.761 2.728 -3.453  -0.270
21 C -0.334 2.163 -2.087  -0.307
22 S 0.416 0.557 -2.389  1.138
23 O 0.169 -0.244 -1.003  -0.753
24 C 2.191 0.870 -2.368  -0.301
25 C 2.868 1.018 -1.005  -0.259
26 C 2.571 2.295 -0.224  -0.082
27 H -2.334 2.566 -4.923  0.096
28 H -2.837 2.123 -3.297  0.089
29 H -1.852 1.012 -4.261  0.070
30 H -0.931 3.793 -3.298  0.135
31 H 0.066 2.659 -4.168  0.117
32 H -1.196 1.966 -1.447  0.114
33 H 0.388 2.784 -1.565  0.086
34 H 2.290 1.769 -2.989  0.125
35 H 2.612 0.032 -2.925  0.097
36 H 3.936 0.972 -1.230  0.135
37 H 2.659 0.136 -0.395  0.084
38 H 2.689 3.182 -0.848  0.096
39 H 3.279 2.392 0.597  0.094
40 H 1.570 2.301 0.214  0.068

Summary:
energy above the lowest of the compared OMol25 structures with the same formula, charge and spin = 268.5 kJ/mol
net charge = +3
energy = -3252.906436 Ha
orbital gap (spin up / spin down) = 0.182 / 0.182 Eh

***

No. 3
The following is a DFT calculation (ωB97M-V/def2-TZVPD) of 2 unconnected molecules or ions with the total composition C12H20.

Each line ends with the Löwdin charge.
Cartesian coordinates (Å):
1 C -0.453 -2.028 -0.159  -0.107
2 C -1.308 -1.406 0.752  -0.115
3 C -2.301 -0.538 0.296  -0.111
4 C -2.440 -0.293 -1.071  -0.094
5 C -1.586 -0.916 -1.982  -0.114
6 C -0.592 -1.783 -1.526  -0.119
7 H 0.329 -2.711 0.200  0.120
8 H -1.198 -1.598 1.827  0.117
9 H -2.973 -0.048 1.012  0.113
10 H -3.222 0.389 -1.430  0.111
11 H -1.695 -0.723 -3.057  0.111
12 H 0.080 -2.273 -2.242  0.119
13 C 1.491 0.497 -2.771  -0.110
14 C 1.748 0.172 -1.300  -0.275
15 C 0.747 0.853 -0.368  -0.228
16 C 0.989 0.540 1.106  -0.237
17 C -0.012 1.220 2.038  -0.279
18 C 0.245 0.896 3.509  -0.118
19 H 1.563 1.585 -2.937  0.077
20 H 0.480 0.162 -3.061  0.048
21 H 2.227 -0.007 -3.419  0.074
22 H 1.690 -0.923 -1.148  0.089
23 H 2.770 0.497 -1.024  0.112
24 H 0.804 1.948 -0.518  0.125
25 H -0.276 0.529 -0.642  0.073
26 H 0.932 -0.556 1.256  0.092
27 H 2.012 0.864 1.380  0.120
28 H 0.046 2.315 1.886  0.116
29 H -1.034 0.896 1.762  0.077
30 H -0.491 1.400 4.157  0.071
31 H 1.255 1.230 3.799  0.074
32 H 0.173 -0.192 3.675  0.068

Summary:
energy above the lowest of the compared OMol25 structures with the same formula, charge and spin = 38.7 kJ/mol
energy = -469.226503 Ha
SMILES = c1ccccc1.CCCCCC
orbital gap = 0.384 Eh

***

No. 4
The following is a DFT calculation (ωB97M-V/def2-TZVPD) of 2 unconnected molecules or ions with the total composition C12H20 at a distorted geometry.

Each line ends with the Löwdin charge.
Cartesian coordinates (Å):
1 C -1.841 -2.566 2.165  -0.090
2 C -1.912 -1.232 1.369  -0.195
3 C -1.006 -0.147 1.891  -0.256
4 C 0.383 -0.237 1.897  -0.075
5 C 1.161 0.906 1.963  -0.111
6 C 0.567 2.155 1.847  -0.105
7 C -0.815 2.247 1.965  -0.082
8 C -1.569 1.103 2.188  -0.043
9 H -0.939 -3.081 1.833  0.062
10 H -2.706 -3.179 1.949  0.065
11 H -1.595 -2.374 3.207  0.073
12 H -1.571 -1.449 0.355  0.107
13 H -2.932 -0.865 1.379  0.101
14 H 0.837 -1.226 1.890  0.117
15 H 2.235 0.824 2.078  0.104
16 H 1.221 3.010 1.777  0.099
17 H -1.260 3.232 1.860  0.103
18 H -2.559 1.149 2.627  0.113
19 C 0.011 0.618 -1.511  -0.076
20 C 0.741 -0.242 -2.552  -0.470
21 C 1.059 0.594 -3.814  -0.098
22 C 2.075 -0.756 -2.019  -0.097
23 H 0.211 1.691 -1.647  0.080
24 H 0.447 0.513 -0.513  0.040
25 H -1.053 0.406 -1.550  0.077
26 H 0.094 -1.066 -2.866  0.121
27 H 1.460 1.544 -3.460  0.070
28 H 1.795 0.076 -4.431  0.072
29 H 0.170 0.847 -4.394  0.073
30 H 2.758 0.102 -1.939  0.085
31 H 1.995 -1.032 -0.963  0.061
32 H 2.540 -1.565 -2.581  0.075

Summary:
energy above the lowest of the compared OMol25 structures with the same formula, charge and spin = 104.7 kJ/mol
energy = -469.201353 Ha
SMILES = CCc1ccccc1.CC(C)C
orbital gap = 0.359 Eh

***

No. 5
The following is a DFT calculation (ωB97M-V/def2-TZVPD) of 7 unconnected molecules or ions with the total composition C12H20BrCl18NO2P at a distorted geometry.

Each line ends with the Löwdin charge.
Cartesian coordinates (Å):
1 C 5.810 -2.925 -0.038  0.002
2 C 5.281 -4.158 -0.943  -0.420
3 O 5.841 -5.262 -0.840  0.104
4 O 4.193 -3.860 -1.815  -0.076
5 C 2.915 -4.325 -1.304  -0.182
6 C 2.836 -4.511 0.281  -0.170
7 C 1.315 -4.657 0.840  -0.207
8 C 0.321 -3.519 0.300  -0.400
9 P 0.918 -1.753 0.551  0.614
10 N 2.300 -1.293 -0.409  -0.117
11 Br 1.323 -1.251 2.728  0.470
12 H 5.541 -1.962 -0.614  0.091
13 H 5.327 -2.912 0.995  0.082
14 H 6.943 -2.970 0.062  0.101
15 H 2.121 -3.611 -1.733  0.106
16 H 2.696 -5.344 -1.786  0.152
17 H 3.386 -5.485 0.540  0.141
18 H 3.306 -3.674 0.895  0.083
19 H 0.893 -5.705 0.706  0.131
20 H 1.397 -4.496 1.981  0.109
21 H 0.185 -3.715 -0.827  0.018
22 H -0.732 -3.633 0.757  0.114
23 H -0.160 -0.886 0.119  -0.006
24 H 3.153 -1.811 -0.159  0.027
25 H 2.098 -1.324 -1.418  0.079
26 C 0.801 2.524 3.070  -1.541
27 Cl 1.623 2.799 1.525  0.538
28 Cl 1.727 3.227 4.400  0.556
29 Cl -0.836 3.188 3.026  0.551
30 H 0.726 1.450 3.232  -0.067
31 C -1.490 2.732 -0.507  -1.534
32 Cl -2.966 2.008 0.146  0.486
33 Cl -0.595 1.547 -1.478  0.500
34 Cl -1.867 4.168 -1.469  0.506
35 H -0.860 3.036 0.327  -0.075
36 C -5.544 0.384 2.800  -1.535
37 Cl -3.987 -0.338 2.361  0.468
38 Cl -6.277 1.176 1.399  0.521
39 Cl -6.632 -0.842 3.462  0.537
40 H -5.368 1.136 3.566  0.020
41 C -4.550 6.476 0.696  -1.538
42 Cl -5.998 6.959 1.589  0.535
43 Cl -3.742 7.890 0.009  0.511
44 Cl -3.446 5.573 1.742  0.492
45 H -4.854 5.825 -0.122  0.015
46 C -0.497 7.656 -2.489  -1.517
47 Cl -2.022 6.770 -2.644  0.456
48 Cl -0.527 9.121 -3.479  0.541
49 Cl -0.178 8.056 -0.796  0.518
50 H 0.308 7.017 -2.847  0.019
51 C -2.540 -2.879 -3.242  -1.500
52 Cl -2.246 -1.883 -4.671  0.556
53 Cl -2.408 -4.596 -3.640  0.553
54 Cl -1.408 -2.455 -1.943  0.556
55 H -3.551 -2.685 -2.890  0.025

Summary:
net charge = +1
energy = -11872.973107 Ha
orbital gap = 0.280 Eh

***

No. 6
The following is a DFT calculation (ωB97M-V/def2-TZVPD) of a molecular structure, C12H20BrClNO7PS2 at a distorted geometry.

Each line ends with the Löwdin charge.
Cartesian coordinates (Å):
1 O -1.164 -0.821 2.114  -0.224
2 P -0.321 0.347 2.347  0.467
3 O -1.221 1.659 2.526  -0.151
4 O 0.484 0.161 3.715  -0.085
5 C 0.983 0.607 1.047  -0.697
6 Br 1.366 2.568 1.129  0.821
7 O 2.119 0.049 1.619  -0.202
8 C 3.104 -0.267 0.624  -0.144
9 C 2.344 -0.165 -0.708  -0.606
10 S 2.991 1.294 -1.661  0.843
11 N 2.753 -1.397 -1.486  0.046
12 C 2.880 -1.361 -2.706  -0.828
13 S 2.701 -1.519 -4.248  0.759
14 C 0.840 -0.100 -0.319  -0.335
15 C 0.291 -1.561 -0.314  -0.137
16 C 0.930 -2.545 0.663  -0.241
17 C -0.017 -3.754 0.833  -0.585
18 Cl -0.101 -4.325 2.512  0.565
19 C 0.045 0.546 -1.469  -0.186
20 O -0.005 1.949 -1.457  -0.172
21 C -1.125 2.456 -2.141  -0.243
22 O -2.131 2.793 -1.235  -0.083
23 C -3.214 1.856 -1.172  -0.165
24 C -3.593 1.602 0.286  -0.198
25 O -3.740 0.187 0.514  -0.075
26 H -1.074 2.026 3.404  0.089
27 H 0.804 1.015 4.036  0.087
28 H 4.035 0.282 0.698  0.113
29 H 3.327 -1.306 0.849  0.124
30 H 4.091 1.640 -0.979  -0.112
31 H -0.761 -1.454 -0.061  0.100
32 H 0.334 -1.903 -1.345  0.132
33 H 1.081 -2.144 1.655  0.080
34 H 1.847 -2.933 0.230  0.102
35 H -1.020 -3.495 0.512  0.068
36 H 0.303 -4.563 0.185  0.071
37 H -0.954 0.109 -1.482  0.123
38 H 0.511 0.211 -2.405  0.124
39 H -0.826 3.365 -2.655  0.139
40 H -1.468 1.740 -2.893  0.138
41 H -4.064 2.308 -1.685  0.122
42 H -2.987 0.903 -1.643  0.112
43 H -4.546 2.058 0.537  0.115
44 H -2.822 1.976 0.950  0.093
45 H -3.010 -0.092 1.080  0.036

Summary:
energy = -5222.622778 Ha
orbital gap = 0.339 Eh